This record from OMol25 describes a structure of composition C20H24F5N3O4PtS2. The level of theory is ωB97M-V/def2-TZVPD.

Last column: Mulliken spin population.
Positions of all 59 atoms, in Å:
C: -1.4697 2.1592 0.5435  -0.004
C: -4.3706 -3.7720 -0.0238  0.001
C: -3.3130 -2.7098 1.8608  -0.001
H: -1.5325 3.2497 0.6204  0.000
H: -3.4988 -2.4625 -2.2958  0.002
C: -1.8996 2.1138 -1.7887  0.003
H: -4.1546 -3.1546 3.7791  0.000
H: -1.3478 -1.0510 -3.1826  0.002
O: -0.9855 1.7977 -0.7374  0.043
C: 1.6767 2.4565 1.1836  0.024
O: 1.7514 2.5701 -1.1787  -0.001
C: -3.3996 -2.9293 0.4931  0.000
H: 2.6764 2.0205 1.1934  -0.010
F: 3.3801 -1.1943 -1.7030  0.005
H: 1.5229 3.0223 2.1044  0.005
C: -0.5505 1.5562 1.6071  0.007
S: 4.5738 1.4717 -1.9051  1.017
C: -5.2766 -4.3792 0.8283  0.000
C: -5.2018 -4.1557 2.1986  0.000
C: -1.3402 -1.6513 -0.0532  -0.019
H: -2.4792 1.7623 0.6913  0.001
F: 1.8689 -1.5615 1.4437  0.001
H: -2.5596 -2.0566 2.2787  0.000
F: 3.6414 -0.4457 0.8512  -0.007
C: 6.2405 2.0031 0.7589  0.014
F: 1.6908 -2.4805 -1.2224  0.004
H: -6.0392 -5.0332 0.4296  0.000
H: 0.5391 3.8211 -0.0686  0.000
C: 2.2896 -1.3246 -0.8680  0.287
N: -0.7700 -1.1017 -1.1065  0.156
H: 5.6563 1.5113 1.5325  -0.004
H: -0.9109 -1.6771 0.9331  0.001
C: 1.5301 3.3625 -0.0170  -0.010
H: 1.6846 2.5726 -3.2181  -0.006
C: -2.6543 -2.0832 -1.7516  0.000
H: 7.1667 2.3905 1.1680  0.000
H: -2.8636 1.6309 -1.6171  0.001
C: -1.5868 -1.3632 -2.1808  -0.012
Pt: 0.9692 0.2786 -0.9139  1.397
C: 1.5452 3.2804 -2.4035  0.017
O: 0.7915 1.3281 1.1555  0.088
H: -2.0478 3.1945 -1.8536  0.000
C: 5.9713 0.7945 -1.2779  -0.154
H: 0.5342 3.6899 -2.4410  0.002
N: -2.4901 -2.2645 -0.3966  0.001
H: 5.6742 2.7932 0.2699  -0.004
H: -1.4696 1.7442 -2.7161  -0.003
H: 2.2670 4.0946 -2.4944  0.005
N: -6.9174 -5.2407 3.8013  0.000
H: 2.2737 4.1638 0.0405  0.002
C: 2.8612 -1.5173 0.5466  0.016
O: 6.6372 0.9889 -0.2079  -0.062
S: 6.3440 -0.3085 -2.4797  1.188
C: -4.2118 -3.3231 2.7130  0.000
C: -6.1520 -4.7683 3.0885  0.000
H: -0.9077 0.5749 1.9114  -0.001
F: 3.5977 -2.6073 0.6704  0.002
H: -0.5285 2.1979 2.4892  0.001
H: -4.4264 -3.9787 -1.0828  0.000

Force components x, y, z for each atom (eV/Å):
C 0.0 0.1 0.0
C 0.0 0.0 -0.1
C 0.0 0.1 0.0
H 0.1 0.0 0.0
H 0.0 0.0 0.0
C -0.1 0.0 0.0
H 0.0 0.0 0.0
H 0.0 0.0 0.0
O 0.0 0.0 -0.1
C 0.1 0.0 0.0
O 0.3 0.1 -0.1
C 0.0 0.0 0.0
H 0.0 0.0 0.0
F 0.0 0.0 -0.1
H 0.0 0.0 0.0
C -0.1 -0.1 0.0
S 0.2 0.0 0.0
C 0.0 0.0 0.0
C 0.0 0.0 0.0
C 0.1 -0.2 -0.1
H 0.0 0.0 0.0
F 0.1 0.0 0.0
H 0.0 0.0 0.0
F 0.0 0.0 0.0
C -0.1 0.1 0.1
F 0.0 0.0 0.0
H 0.0 0.0 0.0
H 0.0 0.0 0.0
C 0.0 0.4 0.3
N -0.1 0.1 0.4
H 0.0 0.0 0.0
H 0.0 0.0 0.0
C -0.1 0.0 0.0
H 0.0 0.0 0.0
C 0.0 0.0 0.0
H 0.0 0.0 0.0
H 0.0 0.0 0.0
C 0.1 0.0 0.0
Pt -0.6 -0.4 -0.2
C 0.0 0.0 0.1
O 0.0 0.0 -0.2
H 0.0 0.0 0.0
C 0.1 0.1 0.3
H 0.0 0.0 0.0
N 0.0 0.0 0.0
H 0.0 0.0 0.0
H 0.0 0.0 0.0
H 0.0 0.0 0.0
N 0.0 0.0 0.0
H 0.0 0.0 0.0
C 0.0 0.1 0.0
O 0.1 -0.1 -0.1
S -0.1 -0.1 -0.2
C 0.0 0.0 0.0
C 0.0 0.0 0.0
H 0.0 0.0 0.0
F 0.0 0.0 0.0
H 0.0 0.0 0.0
H 0.0 0.0 0.0

Summary:
maximum force: 0.7 eV/A
charge: +2
ΔE to the lowest compared entry with this formula, charge and spin: 27.5 kJ/mol
HOMO level (spin up / spin down): -13.725 / -13.723 eV
spin multiplicity: 5
frontier orbital gap (spin up / spin down): 7.1 / 3.6 eV



This record from OMol25 describes a cluster of 3 separate species, C20H24FN3 in total. The level of theory is ωB97M-V/def2-TZVPD.

Last column: Löwdin charge in e.
Positions of all 48 atoms, in Å:
C: 1.2988 -4.5538 -0.6866  -0.098
C: -5.0436 0.6760 0.1016  -0.096
H: 2.3288 -4.3168 -0.9216  0.099
C: 0.9711 0.6847 -0.0816  -0.349
H: 3.3798 1.2134 1.1597  0.090
C: -4.0396 0.7501 1.0575  -0.096
H: -1.2277 -3.5543 1.3337  0.101
C: -0.3778 0.0531 -0.3303  -0.012
C: -4.3910 2.8272 -0.7511  -0.099
C: 0.6569 -5.5915 -1.3485  -0.098
H: -2.3722 -5.3983 0.1511  0.100
C: -3.3870 2.8994 0.2055  -0.099
H: 1.6433 0.4747 -0.9137  0.136
C: -3.2098 1.8621 1.1117  -0.110
H: 1.9407 3.7402 -0.9211  0.147
H: 4.1498 3.0505 -0.9374  0.129
H: 0.1159 2.5905 -0.5109  0.148
N: 4.0785 1.5614 0.5177  -0.100
C: -0.7002 -4.1250 0.5798  -0.098
H: 5.7646 0.3158 0.7222  0.076
H: -2.7429 3.7696 0.2517  0.100
C: 2.1903 3.0620 -0.1005  -0.221
H: 1.1207 -3.0118 0.7959  0.096
N: 2.7841 4.6203 1.9189  0.186
C: 0.3391 2.4041 1.5149  -0.198
N: -0.1556 2.5262 2.5383  0.207
H: 1.1863 -6.1652 -2.0984  0.100
H: -3.9032 -0.0602 1.7631  0.102
H: -0.9233 0.6260 -1.0838  0.094
H: 4.3507 -0.4944 0.0069  0.075
H: -1.1642 -6.7040 -1.5631  0.100
C: 0.8869 2.2063 0.1624  -0.173
H: -0.9609 0.0307 0.5914  0.083
H: -5.6902 -0.1914 0.0617  0.100
F: 1.5395 0.0875 1.0373  -0.014
H: -6.0053 1.6587 -1.5455  0.099
H: -0.2397 -0.9581 -0.7155  0.079
C: 4.9074 0.4495 0.0591  -0.113
H: 5.3034 0.6724 -0.9351  0.079
H: 3.1811 1.6732 -1.4200  0.112
C: -0.6637 -5.8947 -1.0472  -0.097
C: 0.6205 -3.8215 0.2782  -0.105
C: 2.5289 3.9337 1.0360  -0.205
C: -5.2198 1.7147 -0.8028  -0.099
H: -2.4223 1.9264 1.8497  0.067
C: -1.3425 -5.1612 -0.0837  -0.096
C: 3.4463 2.3023 -0.5546  -0.229
H: -4.5311 3.6398 -1.4528  0.099

Force components x, y, z for each atom (eV/Å):
C 0.0 0.0 0.0
C 0.0 0.0 0.0
H 0.0 0.0 0.0
C -0.1 0.2 -0.3
H 0.1 0.0 0.1
C 0.0 0.0 0.0
H 0.0 0.0 0.0
C 0.0 0.0 -0.1
C 0.0 0.0 0.0
C 0.0 0.0 0.0
H 0.0 0.0 0.0
C 0.0 0.0 0.0
H 0.0 0.1 0.0
C 0.0 0.0 0.0
H 0.0 0.0 0.0
H 0.0 0.0 0.0
H 0.1 -0.1 0.0
N -0.1 0.0 0.0
C 0.0 0.0 0.0
H -0.1 -0.1 0.0
H 0.0 0.0 0.0
C 0.1 0.1 -0.1
H 0.0 0.0 0.0
N 0.0 0.0 -0.1
C 0.1 -0.1 -0.6
N -0.1 0.1 0.4
H 0.0 0.0 0.0
H 0.0 0.0 0.0
H 0.0 -0.1 0.1
H 0.1 0.0 -0.1
H 0.0 0.0 0.0
C 0.0 0.0 0.3
H 0.0 0.0 -0.1
H 0.0 0.0 0.0
F 0.2 -0.2 0.2
H 0.0 0.0 0.0
H -0.1 0.0 0.2
C 0.1 0.1 0.0
H 0.0 0.0 0.1
H 0.0 0.0 0.1
C 0.0 0.0 0.0
C 0.0 0.1 0.0
C -0.1 -0.1 0.0
C 0.0 0.0 0.0
H -0.1 0.0 0.1
C 0.0 0.0 0.0
C 0.0 0.0 -0.1
H 0.0 0.0 0.0

Summary:
maximum force: 0.6 eV/A
structure (SMILES): CNC[C@H](C#N)[C@H](C#N)[C@H](C)F.c1ccccc1.c1ccccc1
ΔE to the lowest compared entry with this formula, charge and spin: 0.0 kJ/mol
HOMO level: -9.264 eV
frontier orbital gap: 9.6 eV



This record from OMol25 describes the molecule C20H24FN3S. The level of theory is ωB97M-V/def2-TZVPD.

Last column: Löwdin charge in e.
Positions of all 49 atoms, in Å:
C: -1.4093 0.9262 0.6996  -0.144
C: 3.4393 -2.1722 -1.8754  -0.091
C: -5.6746 -1.2693 0.2022  -0.272
H: -2.2035 -0.4301 -1.5372  0.115
H: -0.4929 -0.8869 -0.0747  0.123
H: 5.7010 -0.3243 -0.1822  0.117
H: 4.2871 1.4106 1.4325  0.057
H: 1.7244 -3.1131 -1.0038  0.100
H: 0.1179 -0.3821 1.4993  0.110
F: -6.1294 -2.5352 0.3246  0.054
H: -2.2233 0.4023 1.2044  0.123
C: -0.8096 2.0592 -1.3021  -0.150
H: 1.2079 1.6376 -1.9857  0.045
N: 2.3253 0.8439 1.6243  -0.004
C: -6.4104 -0.2345 0.7464  -0.016
C: -4.7335 1.2921 -0.0478  -0.043
C: 2.8746 -2.0479 0.4501  -0.065
C: 0.3907 1.1199 -1.4834  -0.177
H: -7.3368 -0.4430 1.2570  0.115
H: -4.3480 2.2945 -0.1467  0.114
C: 3.9901 -1.2586 0.6968  -0.257
C: 2.0271 1.1117 0.3249  -0.787
H: 5.2866 -0.6531 2.2984  0.117
N: 0.8533 0.6738 -0.1846  -0.112
H: -6.4816 1.8801 1.0323  0.106
H: 2.2139 -2.3137 1.2658  0.109
C: 3.6912 0.7758 2.0907  -0.218
N: -1.8982 1.4561 -0.5566  -0.171
H: -1.1020 1.7754 1.3189  0.132
C: 4.5619 -1.3974 -1.6369  -0.083
C: 4.2226 -0.6696 2.0598  -0.130
H: 5.2207 -1.1353 -2.4512  0.105
H: -3.9397 -1.8971 -0.8664  0.123
C: -5.9236 1.0559 0.6150  -0.069
H: -0.4779 2.9399 -0.7431  0.129
H: 0.1094 0.2413 -2.0736  0.126
H: 1.7010 0.2306 2.1273  0.113
C: 2.5991 -2.5026 -0.8275  -0.091
C: -2.7125 0.5215 -1.3149  -0.154
C: -4.4792 -1.0551 -0.4596  0.032
C: -0.2022 -0.0160 0.5250  -0.124
H: 3.2205 -2.5174 -2.8753  0.100
H: 3.7333 1.1740 3.1084  0.118
H: -1.1782 2.3872 -2.2749  0.123
S: 3.0764 2.0112 -0.5972  0.692
H: -2.9475 1.0003 -2.2712  0.135
C: -4.0026 0.2408 -0.5905  -0.220
C: 4.8344 -0.9437 -0.3602  -0.064
H: 3.7070 -1.2639 2.8190  0.111

Force components x, y, z for each atom (eV/Å):
C 0.1 -0.2 0.1
C 0.0 0.0 -0.1
C 0.0 0.1 0.0
H -0.1 0.0 -0.1
H 0.1 0.0 0.1
H 0.1 0.1 0.0
H -0.1 -0.1 0.2
H -0.1 -0.1 0.0
H 0.0 -0.1 -0.1
F 0.0 0.1 0.0
H 0.0 0.0 0.1
C 0.3 -0.1 -0.1
H -0.2 -0.2 0.0
N -0.6 -0.4 0.2
C 0.0 -0.3 0.0
C 0.0 0.0 0.0
C 0.1 0.0 0.0
C -0.2 0.4 -0.4
H -0.1 -0.1 0.1
H 0.0 0.1 0.0
C 0.1 -0.2 0.1
C -0.1 0.2 -0.1
H 0.0 0.0 0.1
N 0.0 0.0 0.2
H -0.1 0.1 0.0
H 0.0 0.0 0.1
C 0.4 0.0 0.3
N -0.2 0.1 -0.1
H 0.0 -0.1 0.1
C 0.1 0.0 0.0
C -0.1 0.3 -0.1
H 0.1 0.0 -0.1
H 0.1 -0.1 0.0
C 0.1 0.0 -0.1
H 0.1 0.0 -0.1
H 0.0 0.0 0.0
H 0.0 0.1 -0.1
C -0.1 -0.1 0.0
C 0.1 0.1 0.0
C -0.1 0.0 0.0
C -0.3 0.1 0.3
H 0.0 0.0 -0.1
H 0.1 0.0 -0.1
H 0.0 0.0 0.0
S 0.6 0.6 -0.4
H 0.1 -0.1 0.0
C -0.2 -0.1 0.0
C 0.0 -0.1 0.0
H 0.1 0.0 0.0

Summary:
maximum force: 0.9 eV/A
structure (SMILES): Fc1cccc(CN2CCN(C(=S)NCCc3ccccc3)CC2)c1
HOMO level: -7.725 eV
frontier orbital gap: 8.3 eV



This record from OMol25 describes a structure of composition C20H24N2Ni. The level of theory is ωB97M-V/def2-TZVPD.

Last column: Mulliken spin population.
Positions of all 47 atoms, in Å:
H: -4.6552 1.7055 -1.8276  0.000
C: 2.8392 -3.6616 -1.6293  0.081
C: -0.8801 1.5629 -0.6591  -0.098
C: -0.1972 0.2491 1.4059  -0.018
H: -4.5633 0.1749 0.1454  0.000
N: 1.4571 0.8808 -1.8914  0.130
H: -6.4256 1.7138 -1.7823  0.000
H: 4.1400 -0.2521 -3.6146  0.010
C: 3.1089 -2.4177 -2.1868  -0.004
H: 1.4661 -4.7783 -0.3701  0.006
H: 2.4366 -0.8889 5.0824  0.000
H: 3.4766 -4.5120 -1.8652  0.007
H: -0.4598 2.5142 -0.2985  -0.002
H: 2.3426 3.7031 -3.5001  0.005
C: 3.3893 0.4646 -3.2821  -0.015
C: -5.5239 1.6432 -1.1625  0.001
C: 0.0261 -0.2002 2.7840  -0.001
C: 2.4165 0.0232 -2.3781  0.145
C: 0.4069 -0.2950 5.5529  -0.001
C: 2.3147 -1.3234 -1.8424  0.117
H: 2.0853 -0.8044 2.6000  0.003
H: 3.9291 -2.2514 -2.8861  0.011
H: 4.1880 2.1760 -4.3225  0.007
H: -5.7189 -0.5230 -1.0075  0.000
C: 1.2812 -0.5749 3.2950  -0.005
C: -1.0627 -0.0233 3.6561  0.002
H: 0.6090 2.7833 -2.0183  0.030
H: -1.7777 1.3454 -0.0653  0.010
H: -1.6955 0.1864 5.7140  0.001
C: -5.5234 0.3378 -0.3576  0.000
C: 0.9751 -2.6967 -0.4398  0.020
H: -5.5111 2.5165 -0.5000  0.000
Ni: 0.3933 0.1193 -0.4749  1.168
C: 1.4587 -0.6190 4.6816  0.001
C: -0.8716 -0.0241 5.0296  0.001
H: -1.2333 -0.0388 1.1450  0.010
H: -1.1290 1.6320 -1.7301  0.004
H: 0.5502 -0.3305 6.6300  0.000
C: 2.3988 2.6568 -3.2148  0.060
C: 3.3992 1.8021 -3.6787  0.085
H: 0.0848 -2.7325 0.1862  0.010
C: 1.7431 -3.8108 -0.7751  0.068
C: 1.4315 2.1604 -2.3466  0.022
H: -2.0635 0.1689 3.2612  -0.001
N: 1.3050 -1.4709 -0.9228  0.126
H: -0.0539 1.3522 1.4522  0.006
H: -6.3069 0.3570 0.4090  0.000

Force components x, y, z for each atom (eV/Å):
H -0.1 0.0 0.1
C 0.7 0.7 -0.7
C -0.6 0.3 -0.2
C -0.6 0.7 -0.9
H -0.2 0.0 -0.1
N 0.7 0.9 -0.1
H 0.2 0.0 0.1
H -0.1 0.4 -0.1
C 0.2 -0.6 0.1
H 0.1 0.1 -0.1
H -0.3 0.1 0.0
H -0.2 0.2 0.0
H -0.1 -0.3 -0.2
H 0.1 -0.2 0.0
C 0.1 0.8 -0.3
C -0.1 -0.1 0.0
C 1.0 -0.7 0.7
C -0.2 -0.8 0.3
C -0.1 -0.3 -0.6
C -0.1 0.7 0.1
H 0.0 0.1 0.2
H -0.2 -0.3 0.2
H -0.1 -0.1 0.0
H 0.1 0.1 0.1
C -0.9 0.3 0.4
C 0.2 0.0 0.3
H 0.3 -0.1 0.1
H 0.2 0.1 -0.4
H 0.2 -0.1 -0.2
C -0.1 0.1 -0.1
C 1.3 -0.3 -0.8
H 0.1 -0.1 -0.1
Ni -0.9 0.5 0.0
C -0.2 0.1 0.1
C 0.6 -0.3 0.3
H 0.2 0.6 0.3
H 0.0 0.1 0.3
H 0.1 0.1 -0.2
C -1.2 0.1 0.7
C 0.5 -1.3 0.1
H 0.3 -0.1 0.0
C -1.2 0.4 0.8
C 0.9 -0.3 -0.7
H 0.4 0.1 0.0
N -0.3 -1.0 0.1
H -0.7 -0.7 0.1
H 0.1 0.0 -0.1

Summary:
maximum force: 1.5 eV/A
HOMO level (spin up / spin down): -5.329 / -8.181 eV
spin multiplicity: 3
frontier orbital gap (spin up / spin down): 5.1 / 7.5 eV



This record from OMol25 describes the molecule C20H24N2O. The level of theory is ωB97M-V/def2-TZVPD.

Last column: Löwdin charge in e.
Positions of all 47 atoms, in Å:
H: -2.6848 2.6908 -0.3541  0.144
C: -1.3089 1.6568 2.3705  -0.032
C: 1.6732 -3.9434 2.0401  -0.107
N: -1.3979 -1.1984 0.9136  0.095
C: -3.1253 -3.5577 2.3389  -0.061
H: 3.0763 -2.4652 1.8200  0.075
C: -2.1312 0.6578 -0.1980  -0.231
H: -2.3934 1.5336 2.6364  0.103
C: 0.5949 2.5679 -0.5787  -0.153
C: -1.7581 2.1194 -0.1435  -0.183
H: 1.2981 -0.5893 1.3849  0.117
C: -1.0017 2.5556 1.1504  -0.469
H: -2.9174 0.5742 0.5747  0.106
C: 2.9884 2.8555 -0.4676  -0.102
H: 0.0235 -5.3728 2.4027  0.124
H: -1.0880 2.1988 3.3247  0.091
C: -0.7175 -3.3959 1.6561  -0.174
C: 0.9938 -1.6887 1.3982  0.017
C: -0.7084 2.5183 -1.3658  -0.219
N: -1.0888 -0.2402 0.0967  0.058
H: -3.6047 -4.4467 2.8210  0.092
C: -0.6021 1.5473 -2.5860  -0.074
H: 1.4444 2.8905 2.5636  0.103
H: -0.8186 4.3374 2.2873  0.108
H: -2.5221 3.9145 1.6274  0.091
H: -1.3368 4.7281 0.6412  0.095
C: -1.4472 3.9677 1.4226  -0.043
H: 3.6575 3.2345 1.4788  0.103
H: -1.6544 1.3638 -2.9783  0.094
H: 0.0203 0.7122 -2.2678  0.075
O: -2.0181 -4.0292 1.4749  -0.161
H: -0.7413 0.7473 2.3098  0.052
H: -1.0659 3.4705 -1.7752  0.131
H: -3.8728 -2.9684 1.7532  0.083
H: 4.0699 2.9643 -0.8242  0.123
C: 2.0664 -2.6822 1.6537  -0.064
H: 2.3648 -4.6097 2.5563  0.101
C: 0.2996 -4.3534 2.0292  0.006
C: 2.8019 2.8983 0.8909  -0.117
H: -0.0273 1.9950 -3.3816  0.053
C: 1.8472 2.7448 -1.3055  0.015
C: 0.4457 2.5736 0.7640  -0.177
C: 1.5883 2.7072 1.5338  -0.018
H: -2.6329 -2.8505 3.0061  0.074
H: -2.6863 0.3338 -1.1863  0.160
H: 1.9567 2.8638 -2.4134  0.119
C: -0.3654 -2.0616 1.3188  -0.224

Force components x, y, z for each atom (eV/Å):
H 0.4 -0.3 0.6
C -0.8 1.7 1.5
C -1.9 -1.0 0.5
N -0.4 3.0 -2.0
C 0.9 0.3 -0.9
H 1.2 1.0 -0.2
C -3.5 -0.3 -0.3
H 0.7 -0.5 -1.2
C 1.2 1.2 -4.8
C 1.6 0.1 -2.8
H -0.6 -1.6 -0.5
C -1.1 -0.5 -0.3
H 0.0 -0.4 -0.2
C 0.3 0.1 -1.9
H 0.1 1.2 -0.6
H 0.8 -0.3 -0.7
C -0.2 -3.2 -0.1
C 2.4 -0.4 0.4
C -0.7 -1.0 1.1
N 1.4 -3.7 2.2
H 0.6 0.9 -0.3
C -1.2 0.6 0.9
H 0.3 -0.1 1.2
H -1.1 -0.1 -0.6
H 0.2 0.4 0.5
H 0.3 -0.6 -0.3
C 0.3 1.1 1.5
H -0.1 -0.5 0.1
H 1.5 -0.4 0.4
H -0.8 -0.6 -0.1
O 1.0 1.5 0.6
H -0.2 -0.4 0.3
H 0.5 0.2 0.3
H 0.6 -0.7 0.2
H -1.9 0.0 0.1
C -4.1 1.4 0.4
H 0.1 0.0 -0.6
C -0.1 1.6 0.0
C 0.7 0.3 1.6
H 0.0 0.5 -0.3
C 0.1 -0.2 2.0
C 0.5 -0.6 0.1
C -0.3 0.7 -0.8
H -0.6 -0.2 0.6
H 1.4 0.7 1.6
H -0.5 -0.4 1.2
C 1.0 -0.6 -0.3

Summary:
maximum force: 5.1 eV/A
structure (SMILES): COc1ccccc1/N=N/C[C@@H]1[C@H](C)c2ccccc2C1(C)C
ΔE to the lowest compared entry with this formula, charge and spin: 498.9 kJ/mol
HOMO level: -8.589 eV
frontier orbital gap: 8.5 eV